Entry 1:
Here is a structure of composition C12H17N5PtS3 from OMol25. Energies are from ωB97M-V with the def2-TZVPD basis set.

Values from the calculation:
- ΔE to the lowest compared entry with this formula, charge and spin (kJ/mol) = 0.0
- lowest unoccupied orbital energy (Ha) = -0.01274
- spin multiplicity = 1
- HOMO-LUMO gap (eV) = 7.05

Cartesian coordinates (Å):
Pt: -0.113102 -0.080657 0.132399
S: -0.563779 -1.417051 1.962841
S: -0.461433 1.345635 1.868126
S: -2.103848 0.095592 4.076379
N: 1.604840 -3.680376 -1.602671
N: 0.330495 -1.625811 -1.290002
N: -0.613547 -3.484611 -2.559263
N: -2.027098 0.663554 -1.041997
N: 1.222794 -2.188479 -3.480932
C: -3.133351 0.147798 -0.505239
C: -0.902796 -2.393534 -1.647363
C: 0.359282 -4.378444 -1.924578
C: 0.923037 -1.111817 -2.553886
C: -1.117352 0.028813 2.783869
C: -2.136522 1.383515 -2.163051
C: -4.489400 1.031635 -2.257357
C: 1.306362 -2.592204 -0.689789
C: 2.158269 -3.116669 -2.834835
C: -4.382032 0.305170 -1.083847
C: -3.344386 1.589415 -2.805493
C: -0.013781 -2.921188 -3.770982
H: -0.729735 -2.241822 -4.237761
H: 2.383686 -3.926997 -3.528956
H: -0.073205 -4.773410 -1.004066
H: 1.838998 -0.572630 -2.307362
H: -2.999330 -0.403273 0.420008
H: -5.450628 1.167336 -2.735320
H: -1.221299 1.811376 -2.552847
H: -3.382128 2.179967 -3.710276
H: 0.208691 -0.421716 -3.007663
H: -1.339144 -2.772649 -0.722358
H: -1.602504 -1.704690 -2.120197
H: -5.248676 -0.134886 -0.611083
H: 0.210364 -3.728560 -4.468943
H: 2.219820 -2.044428 -0.459211
H: 3.082792 -2.586276 -2.601004
H: 0.879646 -2.973819 0.235865
H: 0.575232 -5.209743 -2.596677

Force components x, y, z for each atom (eV/Å):
Pt -0.4 -0.4 0.4
S 0.4 0.1 -0.1
S -0.3 0.2 -0.1
S 0.1 0.0 0.1
N 0.0 0.0 0.0
N -0.1 -0.1 0.1
N 0.0 0.0 0.0
N 0.4 0.5 -0.5
N 0.0 0.0 0.0
C 0.0 0.0 0.1
C 0.0 0.0 0.0
C 0.0 0.0 0.0
C 0.0 0.0 0.0
C -0.1 -0.1 0.1
C -0.1 -0.1 0.0
C 0.0 0.0 0.0
C 0.1 0.0 -0.2
C 0.0 0.0 0.0
C 0.0 0.0 0.0
C 0.0 0.0 0.0
C 0.0 0.0 0.0
H 0.0 0.0 0.0
H 0.0 0.0 0.0
H 0.0 0.0 0.0
H 0.0 0.0 0.0
H 0.0 0.0 0.0
H 0.0 0.0 0.0
H 0.0 0.0 0.0
H 0.0 0.0 0.0
H 0.0 0.0 0.0
H 0.0 0.0 0.0
H 0.0 0.0 0.0
H 0.0 0.0 0.0
H 0.0 0.0 0.0
H 0.0 0.0 0.0
H 0.0 0.0 0.0
H 0.0 0.0 0.0
H 0.0 0.0 0.0

---

Entry 2:
Here is an isolated molecule of C12H17NO from OMol25. Energies are from ωB97M-V with the def2-TZVPD basis set.

Values from the calculation:
- ΔE to the lowest compared entry with this formula, charge and spin (kJ/mol) = 449.8
- lowest unoccupied orbital energy (Ha) = -0.00029
- spin multiplicity = 1
- HOMO-LUMO gap (eV) = 7.93
- SMILES = CCC[C@@H](C)/C(C#N)=C/C=C\C=C\O

Cartesian coordinates (Å):
O: 1.058132 -4.476561 -3.235005
N: 2.274684 -2.389919 -0.069218
C: 1.056570 0.387300 -2.534168
C: -0.219851 -0.473351 1.012890
C: 1.383595 -3.219121 -3.531005
C: 0.609982 -0.495945 -0.191548
C: 0.876440 -2.131315 -2.918424
C: 0.356667 1.732011 1.885943
C: -0.268419 3.178413 2.022687
C: 1.533574 -1.557147 -0.309602
C: 1.244832 -0.767424 -3.240659
C: -0.742186 0.857925 1.400095
C: -1.365874 -1.474430 0.923336
C: 0.500248 0.371389 -1.241146
H: 0.444914 -4.459734 -2.514294
H: -0.353460 3.840393 1.128228
H: -2.177044 -1.079661 1.628140
H: 0.010968 -2.145236 -2.242244
H: 1.965796 -3.187477 -4.411980
H: 0.479073 1.487424 2.931394
H: 1.201059 1.401704 -3.017820
H: 1.757980 -0.662355 -4.117220
H: -1.521535 0.741863 2.154355
H: -1.222384 3.328682 2.515512
H: -1.050557 -2.396342 1.199926
H: 0.601955 3.676770 2.444603
H: -1.227670 1.314056 0.526762
H: 0.000371 1.336195 -0.958766
H: 0.373861 -0.737483 1.988415
H: 1.299987 1.775839 1.388043
H: -1.913220 -1.638381 -0.094444

Force components x, y, z for each atom (eV/Å):
O 0.3 -0.6 -0.6
N 1.1 -1.3 -0.2
C 0.2 -0.7 -1.7
C -0.1 -1.0 2.7
C -1.3 1.0 0.5
C 0.5 0.8 -2.7
C -0.7 0.7 -0.1
C -3.0 2.5 1.4
C 2.3 0.9 -1.3
C -0.5 0.3 1.0
C -0.2 0.5 1.5
C -0.2 0.3 -1.7
C -3.2 2.3 -1.3
C -1.1 1.9 2.8
H -0.6 -0.2 0.9
H -0.1 -1.2 -0.3
H 1.0 -1.0 -0.8
H 0.6 -0.8 0.2
H 1.1 0.3 -0.5
H 0.7 -0.4 0.3
H 0.1 -1.5 0.6
H 1.2 0.3 -2.5
H 0.2 0.1 0.1
H 0.2 -0.5 0.7
H 0.8 -3.0 1.0
H -0.5 0.7 1.1
H -0.2 0.1 0.2
H 0.1 -1.0 -0.4
H -0.5 -0.2 -1.9
H 0.4 -0.3 -0.6
H 1.2 0.8 1.5

---

Entry 3:
Here is a structure of composition C12H17NO6Tl from OMol25. Energies are from ωB97M-V with the def2-TZVPD basis set.

Values from the calculation:
- lowest unoccupied orbital energy (Ha) = 0.10283
- total charge = -1
- spin multiplicity = 1
- HOMO-LUMO gap (eV) = 7.92

Cartesian coordinates (Å):
Tl: 2.643701 -0.637128 -2.084787
O: 1.830938 -1.375100 -0.005077
O: -1.718842 -0.559161 -1.769489
O: 4.276426 0.368011 -0.713519
O: 1.484748 1.580067 -1.109446
O: 0.635412 -1.377950 1.872310
O: 4.507438 -0.021156 1.480470
N: -2.203152 -2.344181 -0.461453
C: 1.290119 -0.800366 0.996341
C: 1.379071 0.729487 1.072599
C: -2.514375 -1.171504 -1.069257
C: -3.087388 -3.015169 0.467804
C: 3.946758 0.495487 0.519605
C: 0.527725 1.351843 -0.053559
C: -0.885366 -2.931170 -0.658432
C: 0.138714 2.784752 0.320096
C: 2.754721 1.431678 0.827493
C: -3.924269 -0.653191 -0.866490
C: 2.401379 2.370520 -0.326764
C: 1.498904 3.512845 0.163266
H: -3.666349 -2.309559 1.059165
H: 0.969851 1.013286 2.041786
H: -4.065606 0.189480 -1.536764
H: -0.276202 0.726721 -0.435154
H: -3.778046 -3.698657 -0.039712
H: -0.243060 -2.744954 0.203827
H: 3.048047 1.987673 1.719098
H: -2.479001 -3.593216 1.161529
H: -0.993125 -4.006164 -0.821905
H: 3.245461 2.665034 -0.943262
H: 1.440524 4.309041 -0.579577
H: -0.438034 -2.486501 -1.542821
H: -4.658166 -1.430237 -1.084356
H: -0.275027 2.850752 1.326123
H: -4.081389 -0.319448 0.159451
H: -0.597935 3.168784 -0.386548
H: 1.865382 3.939358 1.097402

Force components x, y, z for each atom (eV/Å):
Tl 0.1 0.0 0.0
O 0.0 0.1 -0.1
O -0.1 0.0 -0.1
O 0.0 0.0 -0.2
O 0.0 0.0 0.0
O -0.1 0.1 0.0
O 0.0 0.1 0.0
N -0.1 0.2 -0.1
C 0.1 -0.1 0.1
C -0.1 0.0 0.0
C 0.1 -0.2 0.1
C 0.1 0.0 0.0
C 0.0 -0.1 0.2
C -0.1 0.0 0.0
C 0.0 0.0 -0.1
C 0.0 0.0 0.0
C 0.1 0.0 -0.1
C 0.0 0.0 0.0
C 0.0 0.1 0.0
C 0.0 0.0 0.0
H 0.0 0.0 0.0
H 0.0 0.0 0.0
H 0.0 0.0 0.0
H 0.0 0.0 0.0
H 0.0 0.0 0.0
H 0.0 0.0 0.0
H 0.0 0.0 0.0
H 0.0 0.0 0.0
H 0.0 0.0 0.0
H 0.0 0.0 0.0
H 0.0 0.0 0.0
H 0.1 0.0 0.1
H -0.1 0.0 0.0
H 0.0 0.0 0.0
H 0.0 0.0 0.0
H 0.0 0.0 0.0
H 0.0 0.0 0.0

---

Entry 4:
Here is an isolated molecule of C12H17O4PS2 from OMol25. Energies are from ωB97M-V with the def2-TZVPD basis set.

Values from the calculation:
- lowest unoccupied orbital energy (Ha) = 0.01196
- spin multiplicity = 1
- HOMO-LUMO gap (eV) = 9.68
- SMILES = CCOC(=O)[C@@H](S[P@@](=O)(OC)SC)c1ccccc1

Cartesian coordinates (Å):
S: -3.591999 2.480102 0.639987
S: -0.703575 0.774198 1.582321
P: -1.900422 1.408687 0.001517
O: -1.057248 2.308278 -0.826852
O: -2.410847 0.127011 -0.838103
O: -0.150216 -1.634554 0.038359
O: 1.034806 -0.624168 -1.667003
C: 0.848060 0.403898 0.620616
C: 2.031822 0.100812 1.501000
C: 3.080007 -1.337128 3.104874
C: -0.649331 -1.642041 -3.180921
C: -3.186599 -0.799480 -0.050109
C: 1.971458 -1.005143 2.343460
C: -4.022180 3.347011 -0.911017
C: 4.335036 0.534590 2.185067
C: 0.578850 -0.735893 -0.358772
C: 3.198266 0.921837 1.447107
C: 0.746275 -1.704402 -2.569158
C: 4.252819 -0.585954 3.004359
H: 5.140807 -0.910944 3.585444
H: 3.021928 -2.224742 3.766061
H: -4.945240 3.919836 -0.787653
H: -3.966851 -0.346913 0.605362
H: 3.216558 1.800574 0.791627
H: -1.381183 -1.800727 -2.387785
H: -2.562032 -1.468145 0.520686
H: 1.103656 1.262822 -0.002440
H: 5.306445 1.062325 2.158678
H: -0.728218 -2.412159 -3.979894
H: 0.794537 -2.647612 -2.049076
H: 1.054320 -1.602977 2.424517
H: 1.462214 -1.589412 -3.374491
H: -3.709498 -1.407283 -0.802311
H: -4.140458 2.640502 -1.727267
H: -0.818393 -0.653442 -3.614843
H: -3.253574 4.040635 -1.193348

Force components x, y, z for each atom (eV/Å):
S -0.3 -0.2 0.6
S 0.2 -0.3 0.7
P 1.2 1.5 -1.9
O -0.5 -0.7 -0.1
O -0.2 0.6 1.4
O 1.4 0.3 -1.2
O -0.3 0.4 2.5
C 0.4 0.9 -1.7
C 0.5 0.6 0.3
C 0.2 -0.5 0.3
C 0.1 0.2 0.0
C -1.2 -0.8 -0.7
C 0.0 0.0 0.2
C 0.2 -0.3 -0.3
C -0.3 0.2 -0.1
C -1.9 -1.4 -0.6
C -0.2 -0.9 0.1
C -0.9 0.0 -0.4
C 0.5 -0.6 0.5
H -0.7 0.3 -0.4
H 0.2 0.7 -0.4
H 0.1 -0.4 0.4
H 0.7 0.1 -0.5
H 0.0 -0.4 0.3
H -0.1 -0.1 -0.3
H 0.5 0.1 0.2
H -0.3 0.3 0.3
H -0.9 -0.1 -0.2
H 0.0 0.4 0.6
H 0.6 -0.3 0.2
H 0.4 0.3 -0.2
H 0.4 -0.2 0.2
H 0.0 0.1 0.3
H -0.1 -0.1 0.0
H -0.1 -0.1 0.0
H 0.5 0.2 0.1

---

Entry 5:
Here is a cluster of 2 separate species, C12H18BrN2O3P in total from OMol25. Energies are from ωB97M-V with the def2-TZVPD basis set.

Values from the calculation:
- lowest unoccupied orbital energy (Ha) = 0.01536
- spin multiplicity = 1
- HOMO-LUMO gap (eV) = 10.01
- SMILES = CC[C@@H](Br)[C@H]1C[C@@](N)([PH2]=O)C(=O)O1.c1ccncc1

Cartesian coordinates (Å):
Br: -4.650241 2.272154 1.593910
P: 0.254780 0.216412 -1.676422
O: -0.409139 1.384129 -2.452812
O: 1.490739 2.063755 1.375626
O: -0.568629 2.765664 0.321142
N: 0.253683 -0.866417 0.796368
N: 3.073569 -2.799817 -0.404010
C: 2.775495 -3.615995 0.619815
C: -1.822226 2.203327 0.855620
C: 4.996249 -3.558788 1.471193
C: -3.179258 2.978419 0.467159
C: -1.720964 0.629408 0.562459
C: -3.485699 3.033676 -1.105619
C: 0.448139 1.815591 0.741518
C: -4.322031 1.799586 -1.689500
C: 5.332610 -2.715631 0.422239
C: 4.342102 -2.366947 -0.481066
C: -0.162873 0.441365 0.187223
C: 3.692181 -4.019797 1.576365
H: -0.535286 -1.330900 1.284955
H: 3.394500 -4.678167 2.382815
H: -2.088355 0.171884 1.540703
H: 1.744376 -3.952410 0.657635
H: 1.670009 0.169369 -1.901804
H: -2.495460 3.077119 -1.703902
H: 6.340836 -2.337397 0.309312
H: -0.412090 -1.005651 -2.058026
H: 0.441526 -1.509770 -0.001333
H: -2.348890 0.223322 -0.297214
H: -4.017066 4.023997 -1.320413
H: -4.648368 2.106691 -2.757424
H: -5.283622 1.556073 -1.129801
H: -1.694472 2.472008 1.975294
H: -3.010991 4.072043 0.801224
H: -3.693772 0.842432 -1.847062
H: 4.555258 -1.707231 -1.316112
H: 5.743380 -3.853505 2.199946

Force components x, y, z for each atom (eV/Å):
Br 0.8 0.2 -0.5
P -3.2 4.3 -1.4
O 1.7 -2.5 1.3
O -4.4 -0.8 -2.9
O 1.0 -1.0 1.1
N 0.0 -0.3 -0.9
N 0.4 -0.1 0.4
C 0.0 0.4 -0.5
C -0.4 0.2 1.1
C 0.1 0.0 0.0
C 2.1 1.3 -1.4
C -0.1 1.4 -0.6
C -0.1 -0.5 -0.2
C 1.3 0.5 0.7
C -0.1 0.2 -1.3
C -0.1 -0.1 0.1
C -0.6 -0.1 -0.1
C -0.6 -1.4 1.7
C 0.1 0.0 0.0
H 0.7 0.8 -0.4
H 0.0 0.0 -0.1
H 1.1 -0.1 -1.4
H 0.0 0.0 0.1
H -0.6 -0.6 0.6
H -1.3 -0.1 1.3
H -0.1 0.0 0.0
H 0.9 0.2 0.6
H 0.3 0.3 1.1
H 0.5 0.9 1.2
H 0.5 -1.5 0.3
H 0.5 -0.5 1.7
H 1.4 0.4 -0.5
H -0.5 -1.1 -1.5
H -0.4 -1.9 -0.3
H -0.9 1.6 0.5
H 0.1 0.0 0.1
H -0.1 0.0 0.0

---

Entry 6:
Here is an isolated molecule of C12H18F2O from OMol25. Energies are from ωB97M-V with the def2-TZVPD basis set.

Values from the calculation:
- ΔE to the lowest compared entry with this formula, charge and spin (kJ/mol) = 0.0
- lowest unoccupied orbital energy (Ha) = 0.03066
- spin multiplicity = 1
- HOMO-LUMO gap (eV) = 9.24
- SMILES = CCC[C@@H](O)C(F)(F)[C@@]1(C)C=CC=CC1

Cartesian coordinates (Å):
F: -0.781099 -0.291945 1.349894
F: -0.996340 -0.985967 -0.699723
O: -0.202321 2.338639 0.427772
C: 2.089054 0.413166 1.065026
C: 3.095235 -0.997591 -1.738008
C: -2.320754 1.513245 -0.491835
C: -3.911447 0.063158 0.877637
C: 1.862347 -0.217723 -1.385010
C: 1.522907 -1.920022 0.420973
C: 2.478049 -2.677065 -0.120147
C: -3.108566 1.360911 0.822426
C: -0.786256 1.353989 -0.382915
C: -0.390188 -0.046753 0.070460
C: 3.364939 -2.156107 -1.142111
C: 1.412005 -0.485702 0.044469
H: 3.705328 -0.603098 -2.536230
H: 1.076865 -0.524022 -2.086762
H: -2.485440 2.510180 -0.903010
H: -3.797873 2.202788 0.923658
H: 1.666527 0.264877 2.056021
H: -3.262583 -0.803102 0.771594
H: 2.623996 -3.697649 0.195923
H: -0.362993 1.502842 -1.382166
H: 2.036079 0.850614 -1.526470
H: -0.554421 2.243444 1.322044
H: 0.870568 -2.289763 1.199061
H: 4.226833 -2.744644 -1.415696
H: -4.430245 -0.018427 1.830508
H: 1.982542 1.458334 0.788032
H: -4.651083 0.038460 0.080024
H: 3.149572 0.163256 1.099335
H: -2.682264 0.787346 -1.219943
H: -2.438974 1.394327 1.685167

Force components x, y, z for each atom (eV/Å):
F -0.2 0.2 0.3
F -0.2 0.1 -0.2
O 0.0 0.1 0.3
C 0.2 -0.1 -0.1
C 0.0 0.1 -0.1
C 0.4 0.1 0.1
C 0.1 0.1 0.1
C 0.1 -0.2 0.1
C 0.0 -0.1 0.0
C -0.4 -0.1 0.3
C -0.1 -0.1 -0.1
C -0.6 -0.3 -0.3
C 3.9 -1.3 0.0
C 0.2 0.2 -0.3
C -3.5 1.7 -0.3
H 0.2 -0.1 -0.1
H -0.1 0.0 0.0
H 0.0 0.0 -0.1
H 0.1 0.0 0.0
H 0.0 0.0 0.1
H 0.0 -0.1 0.0
H -0.1 -0.2 0.1
H 0.0 -0.1 0.1
H 0.0 0.0 0.0
H 0.0 0.0 -0.1
H 0.0 -0.1 0.1
H 0.1 0.0 -0.1
H -0.1 -0.1 0.0
H 0.0 0.0 0.0
H -0.1 0.0 -0.1
H 0.1 0.0 0.1
H -0.1 0.0 -0.1
H -0.1 0.1 0.0

---

Question: Which formula does entry 1 have?
Answer: C12H17N5PtS3

---

Please write out number 1 again, unchanged.
Here is a structure of composition C12H17N5PtS3 from OMol25. Energies are from ωB97M-V with the def2-TZVPD basis set.

Values from the calculation:
- ΔE to the lowest compared entry with this formula, charge and spin (kJ/mol) = 0.0
- lowest unoccupied orbital energy (Ha) = -0.01274
- spin multiplicity = 1
- HOMO-LUMO gap (eV) = 7.05

Cartesian coordinates (Å):
Pt: -0.113102 -0.080657 0.132399
S: -0.563779 -1.417051 1.962841
S: -0.461433 1.345635 1.868126
S: -2.103848 0.095592 4.076379
N: 1.604840 -3.680376 -1.602671
N: 0.330495 -1.625811 -1.290002
N: -0.613547 -3.484611 -2.559263
N: -2.027098 0.663554 -1.041997
N: 1.222794 -2.188479 -3.480932
C: -3.133351 0.147798 -0.505239
C: -0.902796 -2.393534 -1.647363
C: 0.359282 -4.378444 -1.924578
C: 0.923037 -1.111817 -2.553886
C: -1.117352 0.028813 2.783869
C: -2.136522 1.383515 -2.163051
C: -4.489400 1.031635 -2.257357
C: 1.306362 -2.592204 -0.689789
C: 2.158269 -3.116669 -2.834835
C: -4.382032 0.305170 -1.083847
C: -3.344386 1.589415 -2.805493
C: -0.013781 -2.921188 -3.770982
H: -0.729735 -2.241822 -4.237761
H: 2.383686 -3.926997 -3.528956
H: -0.073205 -4.773410 -1.004066
H: 1.838998 -0.572630 -2.307362
H: -2.999330 -0.403273 0.420008
H: -5.450628 1.167336 -2.735320
H: -1.221299 1.811376 -2.552847
H: -3.382128 2.179967 -3.710276
H: 0.208691 -0.421716 -3.007663
H: -1.339144 -2.772649 -0.722358
H: -1.602504 -1.704690 -2.120197
H: -5.248676 -0.134886 -0.611083
H: 0.210364 -3.728560 -4.468943
H: 2.219820 -2.044428 -0.459211
H: 3.082792 -2.586276 -2.601004
H: 0.879646 -2.973819 0.235865
H: 0.575232 -5.209743 -2.596677

Force components x, y, z for each atom (eV/Å):
Pt -0.4 -0.4 0.4
S 0.4 0.1 -0.1
S -0.3 0.2 -0.1
S 0.1 0.0 0.1
N 0.0 0.0 0.0
N -0.1 -0.1 0.1
N 0.0 0.0 0.0
N 0.4 0.5 -0.5
N 0.0 0.0 0.0
C 0.0 0.0 0.1
C 0.0 0.0 0.0
C 0.0 0.0 0.0
C 0.0 0.0 0.0
C -0.1 -0.1 0.1
C -0.1 -0.1 0.0
C 0.0 0.0 0.0
C 0.1 0.0 -0.2
C 0.0 0.0 0.0
C 0.0 0.0 0.0
C 0.0 0.0 0.0
C 0.0 0.0 0.0
H 0.0 0.0 0.0
H 0.0 0.0 0.0
H 0.0 0.0 0.0
H 0.0 0.0 0.0
H 0.0 0.0 0.0
H 0.0 0.0 0.0
H 0.0 0.0 0.0
H 0.0 0.0 0.0
H 0.0 0.0 0.0
H 0.0 0.0 0.0
H 0.0 0.0 0.0
H 0.0 0.0 0.0
H 0.0 0.0 0.0
H 0.0 0.0 0.0
H 0.0 0.0 0.0
H 0.0 0.0 0.0
H 0.0 0.0 0.0